# 1
The following is a DFT calculation (ωB97M-V/def2-TZVPD) of a structure of composition C14H5CoF6N6O11S2Se.

```
46
Properties=species:S:1:pos:R:3:forces:R:3:lowdin_charge:R:1
Co 0.9135 0.3826 -0.2400 0.630 -0.377 0.437 0.742
F 0.2011 3.7627 3.2178 0.030 0.030 -0.024 0.149
C -0.5256 2.6500 3.2716 -0.010 -0.038 -0.088 -0.677
F -1.5336 2.8272 4.1109 -0.038 -0.013 0.005 0.162
F 0.2497 1.6598 3.7265 0.016 -0.020 -0.015 0.128
S -1.1411 2.2441 1.5783 0.137 -0.020 0.252 0.636
O 0.1084 2.0007 0.8583 0.047 -0.091 -0.175 -0.336
O -1.9193 3.3582 1.1752 -0.053 0.034 -0.033 -0.217
N -1.9766 0.9588 1.8550 -0.129 0.098 -0.098 -0.265
S -1.7991 -0.4970 1.3406 -0.061 -0.112 0.117 0.635
O -2.8888 -0.9726 0.5559 -0.035 -0.012 -0.050 -0.235
O -0.4610 -0.8050 0.8428 0.155 -0.034 -0.008 -0.323
C -1.8599 -1.4332 2.9305 0.015 0.031 -0.071 -0.681
F -1.6903 -2.7265 2.6777 -0.004 -0.013 -0.031 0.154
F -3.0251 -1.2515 3.5310 -0.023 0.021 0.005 0.163
F -0.8816 -1.0225 3.7394 0.009 0.007 -0.016 0.135
O 1.8984 -2.6617 -2.7938 0.127 0.142 -0.073 0.081
C 1.3429 -1.7198 -2.2626 -0.266 -0.295 0.247 -0.565
O 1.8325 -0.9574 -1.3591 -0.240 0.353 -0.021 -0.072
C -0.1277 -1.5071 -2.7060 -0.014 0.218 -0.032 0.052
C -0.6549 -2.4642 -3.5496 0.017 0.071 0.070 0.083
C -1.9423 -2.3251 -4.0252 -0.109 0.025 -0.014 -0.053
C -2.7894 -1.2471 -3.7007 0.108 -0.043 0.054 0.104
C -2.3087 -0.2859 -2.8791 0.178 -0.017 0.090 -0.003
C -0.9469 -0.3485 -2.3393 -0.051 -0.196 -0.032 -0.214
O -0.5142 0.5532 -1.6007 -0.317 0.155 -0.352 0.025
N -3.2387 0.8045 -2.4957 0.060 -0.016 0.016 -0.326
O -2.9357 1.5203 -1.5730 -0.040 -0.027 0.011 0.121
O -4.2588 0.8848 -3.1486 -0.028 0.028 -0.055 0.097
N -2.4831 -3.3668 -4.9293 0.023 0.074 0.047 -0.344
O -3.5931 -3.1773 -5.3785 -0.046 -0.007 -0.023 0.101
O -1.7787 -4.3233 -5.1538 0.027 -0.046 -0.012 0.111
H -0.0372 -3.3043 -3.8309 -0.007 -0.011 -0.009 0.139
H -3.7976 -1.1981 -4.0821 0.002 -0.011 -0.011 0.139
Se 3.9482 3.2203 -0.6047 0.013 -0.176 0.200 1.218
N 4.8361 2.9711 0.9094 0.018 0.101 -0.088 -0.213
C 4.2767 1.9475 1.5250 -0.005 0.016 -0.100 -0.377
C 4.6312 1.3952 2.7926 -0.069 -0.167 0.122 0.026
C 3.8853 0.3560 3.2515 0.082 0.145 -0.095 -0.018
C 2.7845 -0.1568 2.4865 -0.001 0.042 -0.165 -0.058
N 2.4442 0.3039 1.3194 -0.093 0.072 0.118 0.088
C 3.1794 1.3475 0.8359 -0.056 0.062 -0.140 -0.457
N 2.8330 1.8702 -0.3209 0.012 0.026 0.015 -0.229
H 5.4596 1.8104 3.3489 0.005 -0.011 0.026 0.125
H 4.0917 -0.1071 4.2049 0.039 0.024 0.029 0.112
H 2.1928 -0.9703 2.8882 -0.054 -0.020 -0.033 0.131
```
Positions in Å, forces in eV/Å.

Computed properties:
Gap between HOMO and LUMO (alpha / beta) in eV: 7.96 / 6.22
<S²>: 6.05
E_HOMO (alpha / beta) in Eh: -0.3764 / -0.3775
Energy relative to the best compared isomer or geometry (same formula, charge and spin) in kcal/mol: 0.00
2S+1: 5
LUMO (alpha / beta) in eV: -2.288 / -4.048
E_tot in eV: -187003.839

=====

# 2
The following is a DFT calculation (ωB97M-V/def2-TZVPD) of an isolated molecule of C3H5ClN2O in a non-equilibrium geometry.

```
12
Properties=species:S:1:pos:R:3:forces:R:3:lowdin_charge:R:1
H 2.7024 -1.0999 -0.3623 -4.157 -2.594 0.118 0.136
N 1.6954 -1.8734 -0.3310 -0.534 4.892 1.703 0.005
C 0.5552 -1.1771 -0.0050 4.367 -1.987 -1.838 -0.279
N 0.4766 0.2251 0.2087 -6.006 -2.852 -2.657 -0.274
O 1.5049 0.9703 0.5088 4.154 -0.510 4.059 -0.037
C -0.6403 0.9252 -0.4493 2.581 1.357 1.765 -0.185
C -1.9012 0.7246 -0.2665 -5.206 -0.563 1.059 -0.446
Cl -2.3305 -0.9739 0.3018 -1.541 2.026 0.072 0.560
H -0.4582 -1.7133 0.0687 2.466 0.872 -0.398 0.013
H 1.7773 0.5010 1.4613 -0.534 2.311 -3.349 0.220
H -0.5113 1.9086 -0.8802 1.140 0.156 0.150 0.114
H -2.8702 1.5828 -0.2551 3.269 -3.108 -0.684 0.172
```
Positions in Å, forces in eV/Å.

Computed properties:
Gap between HOMO and LUMO in eV: 9.07
E_HOMO in Eh: -0.3151
Energy relative to the best compared isomer or geometry (same formula, charge and spin) in kcal/mol: 156.79
LUMO in eV: 0.497
E_tot in eV: -20735.819

=====

# 3
The following is a DFT calculation (ωB97M-V/def2-TZVPD) of a cluster of 2 separate species, C4H9N2O in total in a non-equilibrium geometry.

```
16
Properties=species:S:1:pos:R:3:forces:R:3:lowdin_charge:R:1
C -1.8429 0.1092 0.1080 0.863 0.946 -0.612 0.000
C -0.5268 -0.5522 0.2927 -0.112 0.155 -0.060 -0.249
C 0.1019 -1.4936 -0.4622 -0.808 1.325 0.667 0.017
N 1.3891 -1.5633 0.0268 0.049 -0.825 -1.473 0.117
C 1.5862 -0.6775 0.9733 -0.084 -0.582 0.403 -0.040
N 0.4085 -0.0653 1.1985 0.492 -0.941 -0.179 0.155
H -1.7466 0.6434 -0.8433 -0.258 -0.303 -0.174 0.083
H -1.9650 0.9628 0.7702 -0.251 -0.389 0.548 0.096
H -2.6668 -0.5682 0.0759 -0.564 -0.300 0.187 0.087
H -0.2960 -1.8825 -1.3798 0.409 -0.652 -0.010 0.148
H 2.0108 -2.2828 -0.3254 0.498 0.552 0.196 0.189
H 2.5375 -0.5269 1.4574 -0.224 -0.002 0.342 0.165
H 0.1556 0.1392 2.1502 -0.061 1.028 0.147 0.184
H 0.3522 2.8926 -0.6567 -0.447 0.054 0.275 0.047
H 0.5918 2.4743 -2.0316 -0.284 -0.201 -0.482 0.049
O -0.0893 2.3906 -1.3541 0.782 0.136 0.224 -0.048
```
Positions in Å, forces in eV/Å.

Computed properties:
Gap between HOMO and LUMO in eV: 10.57
Charge: +1
E_HOMO in Eh: -0.5181
Energy relative to the best compared isomer or geometry (same formula, charge and spin) in kcal/mol: 19.55
LUMO in eV: -3.528
E_tot in eV: -9315.168

=====

# 4
The following is a DFT calculation (ωB97M-V/def2-TZVPD) of a structure of composition C13H27N2O4PPdS3.

```
51
Properties=species:S:1:pos:R:3:forces:R:3:lowdin_charge:R:1
Pd 0.5775 0.2216 0.8934 0.291 0.002 -0.519 0.807
N 1.8536 -1.2056 2.0455 -0.083 -0.020 0.114 -0.017
C 1.0096 -1.9894 2.9701 -0.040 0.005 0.046 -0.120
C -0.2156 -1.2074 3.4401 0.062 -0.013 -0.080 -0.480
O -0.7360 -1.4215 4.5002 0.014 -0.032 0.021 0.149
N -0.6757 -0.2315 2.5360 -0.044 0.048 0.144 -0.062
C -1.2398 0.8820 3.0891 -0.001 -0.047 -0.041 -0.083
C 0.1237 2.0716 3.1986 0.002 0.125 0.120 -0.541
O -0.0838 2.8690 4.0481 -0.029 -0.012 0.011 0.207
O 1.0105 1.8443 2.3421 0.025 -0.102 -0.067 -0.116
H 2.4867 -0.6081 2.5716 -0.006 -0.004 -0.011 0.106
H 2.4288 -1.8200 1.4795 -0.017 0.008 -0.013 0.105
H 0.6726 -2.8882 2.4550 0.001 0.004 0.008 0.108
H 1.5520 -2.3094 3.8593 -0.014 0.015 -0.006 0.141
H -1.8574 1.4754 2.4152 -0.027 -0.003 0.009 0.106
H -1.6202 0.7997 4.1032 0.006 0.005 -0.002 0.128
C 1.8416 0.2297 -2.9339 0.031 0.028 0.033 -0.427
C 3.0184 0.8200 -2.1353 -0.051 0.004 -0.068 -0.463
S 2.7368 1.0847 -0.3673 -0.021 0.045 0.111 0.915
C 2.3636 2.8476 -0.2143 0.008 -0.009 -0.005 -0.484
C 1.0554 3.3078 -0.8309 -0.028 0.043 0.002 -0.465
S -0.4329 2.4403 -0.2498 -0.022 -0.045 0.009 0.938
C -1.3298 2.2903 -1.8059 0.019 0.039 0.017 -0.464
C -0.8409 1.1484 -2.7181 -0.007 0.018 -0.020 -0.451
S 0.7059 1.4789 -3.5481 -0.051 -0.101 0.068 1.217
H 1.2882 -0.5076 -2.3508 -0.041 0.006 -0.028 0.061
H 2.2393 -0.2278 -3.8457 -0.020 -0.008 -0.017 0.108
H 3.4046 1.7370 -2.5836 0.010 0.015 0.041 0.098
H 3.8242 0.0878 -2.1931 -0.001 0.003 0.025 0.094
H 3.1858 3.4186 -0.6475 0.013 -0.017 0.008 0.104
H 2.3709 3.0219 0.8617 -0.008 -0.006 -0.008 0.073
H 1.0847 3.2136 -1.9249 0.010 -0.016 -0.008 0.036
H 0.9208 4.3729 -0.6325 -0.013 -0.007 -0.009 0.109
H -1.3365 3.2501 -2.3231 0.005 0.019 0.037 0.101
H -2.3642 2.0658 -1.5435 0.006 -0.004 0.016 0.092
H -1.5658 1.0478 -3.5354 0.013 -0.006 -0.029 0.115
H -0.7457 0.2174 -2.1600 0.043 -0.021 -0.027 0.037
C -1.3815 -3.3913 0.6559 -0.029 0.062 -0.036 -0.150
P -1.4329 -2.1148 -0.6036 -0.143 -0.162 0.050 0.588
C -2.8702 -1.0916 -0.2439 0.016 -0.045 -0.014 -0.148
C -1.7496 -2.9486 -2.1620 -0.022 0.040 0.069 -0.151
O -0.1576 -1.2804 -0.6938 0.078 0.152 0.074 -0.491
H -2.2397 -4.0544 0.5386 -0.006 -0.002 -0.023 0.078
H -1.4338 -2.9499 1.6506 0.001 0.024 -0.013 0.046
H -0.4704 -3.9805 0.5512 0.006 -0.002 -0.006 0.071
H -3.7105 -1.7071 0.0792 -0.005 -0.019 -0.031 0.077
H -3.1779 -0.5409 -1.1342 0.021 0.021 0.008 0.056
H -2.6269 -0.3958 0.5609 0.022 -0.036 0.002 0.038
H -2.6992 -3.4830 -2.1108 -0.001 -0.010 -0.001 0.075
H -0.9562 -3.6640 -2.3770 0.025 0.005 0.027 0.072
H -1.8049 -2.2252 -2.9760 0.004 0.014 0.010 0.056
```
Positions in Å, forces in eV/Å.

Computed properties:
Gap between HOMO and LUMO (alpha / beta) in eV: 8.57 / 4.86
<S²>: 6.02
Charge: +2
E_HOMO (alpha / beta) in Eh: -0.5168 / -0.5689
Energy relative to the best compared isomer or geometry (same formula, charge and spin) in kcal/mol: 0.00
2S+1: 5
LUMO (alpha / beta) in eV: -5.491 / -10.618
E_tot in eV: -70347.610

=====

# 5
The following is a DFT calculation (ωB97M-V/def2-TZVPD) of a cluster of 2 separate species, C4H12 in total in a non-equilibrium geometry.

```
16
Properties=species:S:1:pos:R:3:forces:R:3:lowdin_charge:R:1
C 1.4071 1.3756 -2.5246 0.964 0.321 0.449 -0.175
C 1.1348 0.9678 -1.0710 -1.190 -0.508 -1.214 -0.176
H 2.2568 0.8037 -2.9027 -0.141 -0.178 -0.143 0.060
H 0.5780 1.2666 -3.2086 -0.299 -0.079 -0.015 0.057
H 1.7632 2.4087 -2.5510 -0.275 0.087 -0.107 0.059
H 0.8361 -0.0854 -1.0582 0.428 -0.052 0.173 0.049
H 2.0341 1.1266 -0.4980 -0.050 0.079 0.557 0.061
H 0.2291 1.4624 -0.6971 0.571 0.337 0.281 0.066
C -0.7598 -1.4067 1.2683 -0.892 0.651 -0.600 -0.171
C -1.7616 -0.9514 2.3295 0.310 -0.183 0.344 -0.169
H -0.4701 -2.4401 1.3564 0.435 -0.266 0.376 0.057
H -1.2287 -1.3571 0.2770 0.025 0.167 0.102 0.063
H 0.0681 -0.7082 1.2294 0.467 -0.324 0.096 0.046
H -1.7774 0.1323 2.4328 -0.217 0.075 -0.315 0.060
H -1.5001 -1.3007 3.3276 0.121 -0.211 0.024 0.058
H -2.7547 -1.3274 2.1157 -0.258 0.083 -0.007 0.057
```
Positions in Å, forces in eV/Å.

Computed properties:
Gap between HOMO and LUMO in eV: 12.77
E_HOMO in Eh: -0.4272
Energy relative to the best compared isomer or geometry (same formula, charge and spin) in kcal/mol: 4.59
LUMO in eV: 1.143
E_tot in eV: -4342.329

=====

# 6
The following is a DFT calculation (ωB97M-V/def2-TZVPD) of a cluster of 3 separate species, C18H43N in total in a non-equilibrium geometry.

```
62
Properties=species:S:1:pos:R:3:forces:R:3:lowdin_charge:R:1
C -2.9369 -2.9086 -0.9105 -0.630 4.530 -0.809 -0.094
C -2.0109 -1.7416 -1.2445 -1.881 -0.645 -0.174 -0.196
N -2.6449 -1.0226 -2.4545 2.093 0.372 2.480 -0.195
C -2.2379 0.4374 -2.4175 -0.376 -3.466 -2.404 -0.242
C -0.7289 0.6094 -2.4685 0.005 -2.914 -2.238 -0.088
C -2.5539 -1.6436 -3.7745 -0.060 1.791 1.129 -0.215
C -3.9889 -1.3186 -4.4035 3.531 3.026 4.653 -0.025
H -3.8779 -2.5306 -0.6385 -1.497 0.639 0.148 0.075
H -2.6569 -3.4186 -0.1315 2.287 -1.994 5.438 0.000
H -3.1089 -3.7566 -1.3995 -0.435 -2.852 -4.181 0.036
H -1.0039 -2.1836 -1.1435 0.365 0.757 -1.230 0.103
H -2.0989 -1.0976 -0.3245 0.057 -0.084 -1.149 0.115
H -2.7079 0.7354 -1.5435 -0.361 1.213 1.852 0.069
H -2.8249 0.8694 -3.2435 0.695 0.309 0.103 0.107
H -0.6529 1.5944 -2.7505 1.232 2.685 0.246 0.023
H -0.2069 0.0704 -3.5045 -1.535 0.987 3.263 0.146
H -0.3269 0.2564 -1.4905 0.324 0.618 -1.077 0.055
H -2.3809 -2.6846 -3.5895 -0.416 -0.855 -0.259 0.095
H -1.5959 -1.3086 -4.2815 -1.297 -0.027 -0.198 0.105
H -4.6019 -1.8966 -3.8095 -1.867 -0.936 0.706 0.051
H -3.8289 -1.5496 -5.3145 -0.189 -2.087 -6.763 -0.016
H -4.1739 -0.2116 -4.3905 -0.019 -1.129 0.418 0.088
C 3.9701 3.1024 0.9635 0.062 -3.511 -2.825 -0.127
C 2.7951 4.0814 0.8455 5.664 3.345 6.666 -0.298
C 1.8431 3.9614 2.0375 -0.682 2.537 1.283 -0.258
C 0.9621 2.7204 1.9155 -1.659 1.766 1.444 -0.251
C -0.0169 2.8484 0.6615 1.534 -0.512 -0.887 -0.199
C -1.2019 1.8194 0.7825 1.406 0.218 1.855 -0.115
H 3.4251 2.1134 0.7545 0.898 0.741 0.106 0.055
H 4.4851 2.7964 1.8915 -0.232 1.274 -0.105 0.068
H 4.7481 3.1034 0.0485 -1.636 0.469 2.173 0.112
H 2.3621 3.9404 0.0065 -3.174 -1.077 -5.727 0.006
H 3.3071 5.1174 0.7645 -1.224 -1.161 0.365 0.130
H 1.0541 4.9214 2.0125 2.115 -2.338 0.179 0.150
H 2.3811 4.0204 3.1315 -1.073 -0.171 -2.847 0.151
H 0.3911 2.8284 2.9055 0.003 -0.611 -1.511 0.121
H 1.5231 1.7954 2.0625 -0.096 -0.135 -0.744 0.089
H 0.6291 2.7264 -0.3535 -1.481 -0.622 2.228 0.130
H -0.3149 3.9414 0.4205 -0.088 -1.673 1.278 0.122
H -1.7619 1.6574 1.7235 0.218 1.754 0.182 0.086
H -0.9989 0.7714 0.7735 1.489 -0.881 -0.967 0.020
H -1.8829 1.9614 0.0395 -2.036 0.554 -2.050 0.010
C -0.8259 -3.1246 2.5965 -1.843 2.114 -2.070 -0.116
C -0.2299 -1.8666 3.1405 -0.123 1.492 3.712 -0.297
C 1.2141 -1.6596 2.7375 -2.266 -0.642 -2.597 -0.216
C 1.3691 -1.3986 1.1965 3.416 -4.106 -0.037 -0.164
C 2.9211 -1.2966 0.8165 -0.017 3.686 4.168 -0.267
C 3.2141 -1.0716 -0.6255 -0.868 1.164 0.346 -0.121
H -0.4069 -3.9816 3.0205 0.058 -1.518 0.893 0.056
H -0.5919 -3.1426 1.5235 0.043 -0.238 0.102 0.052
H -1.9459 -2.9716 2.5755 1.065 -1.020 0.589 0.099
H -0.2949 -1.8496 4.3525 0.212 -0.273 -2.574 0.153
H -0.8319 -0.9976 2.9095 -0.302 0.249 -0.430 0.082
H 1.5931 -2.5436 3.1195 1.496 -2.610 -0.475 0.084
H 1.7821 -1.0636 3.3475 0.889 2.800 1.145 0.077
H 0.8281 -0.6006 0.8205 -1.024 1.911 -0.396 0.048
H 1.0771 -2.3036 0.5275 -0.093 1.196 1.420 0.126
H 3.5101 -1.9366 1.4795 -0.146 -1.372 -1.146 0.095
H 3.3511 -0.3836 1.4945 -1.240 -0.888 -1.824 0.126
H 4.2141 -0.8516 -0.9575 0.358 1.359 0.423 0.077
H 2.3591 -0.5456 -1.1035 1.009 0.669 0.315 0.088
H 3.1461 -1.9356 -1.1325 -0.658 -3.880 -1.613 0.019
```
Positions in Å, forces in eV/Å.

Computed properties:
Gap between HOMO and LUMO in eV: 9.05
E_HOMO in Eh: -0.2983
Energy relative to the best compared isomer or geometry (same formula, charge and spin) in kcal/mol: 1.99
LUMO in eV: 0.936
E_tot in eV: -20845.443